Record 1
57
Properties=species:S:1:pos:R:3:forces:R:3:mulliken_spin:R:1 method="wB97M-V/def2-TZVPD" lumo_energy_ev="-2.535 / -2.817" max_force_ha_per_bohr=0.072 e_homo_ev="-7.53 / -11.52" total_energy_ha=-1378.90404 spin_multiplicity=2 total_charge=+1
Cd -1.838007 -0.355338 1.337839 -2.5 0.1 0.3 0.17
Pb -1.589247 1.278302 -1.480181 0.4 1.2 1.1 0.87
O -0.219367 0.142962 0.258479 2.8 0.3 -2.4 -0.03
H 0.599243 -0.296378 -0.043811 -0.8 0.4 0.3 0.02
O -2.908307 -0.451838 -0.389181 -0.9 0.1 -2.4 -0.14
H -3.260957 -0.923638 -1.168641 0.1 -0.4 1.2 0.04
C 2.798603 2.366442 3.081519 0.0 1.4 -0.5 0.00
C 2.012313 2.669912 1.781569 -1.3 -0.2 0.0 0.01
C 2.663693 2.090702 0.547949 1.1 -0.5 -1.3 -0.02
O 4.022683 2.461982 0.193449 -0.7 -0.2 0.9 0.00
C 4.199063 3.826972 -0.045191 0.4 1.1 -0.3 0.00
N 0.552343 2.198202 1.884649 1.3 0.1 0.3 0.02
H 3.440053 1.486342 3.127149 -0.6 -0.5 -0.3 0.00
H 2.127753 2.479962 3.933089 0.1 -0.3 0.0 0.00
H 3.535433 3.164042 3.176489 0.1 0.2 0.1 0.00
H 1.895283 3.736262 1.588399 0.3 0.2 0.6 0.00
H 2.133833 2.280302 -0.385541 -0.9 0.1 0.2 0.02
H 2.702823 1.010122 0.685459 0.1 -0.2 -0.1 0.00
H 3.700093 4.479732 0.671069 0.3 -0.1 0.5 0.00
H 3.872123 4.258012 -0.991461 -0.7 -0.8 -0.7 0.00
H 5.265643 4.038642 -0.120651 0.1 -0.2 0.7 0.00
H -0.042437 2.701072 1.241639 0.0 1.1 0.1 0.02
H 0.416283 1.321752 1.401509 0.7 -0.8 0.0 -0.08
C -2.045667 0.796112 -5.342431 -0.5 -0.8 1.0 0.00
C -2.786267 -0.094578 -4.342361 1.4 -1.5 1.0 0.00
C -1.906337 -1.181578 -3.732761 1.7 0.0 0.2 0.01
O -0.847667 -0.683068 -2.834381 -1.0 -0.7 -0.2 0.03
C -0.106487 -1.739608 -2.214421 0.4 -0.3 -0.2 0.00
N -3.392767 0.698082 -3.257111 -0.6 0.0 -1.3 0.02
H -1.144697 1.167542 -4.854171 -0.1 0.4 -0.2 0.01
H -2.752337 1.581462 -5.610671 0.5 0.2 -0.4 -0.01
H -1.777267 0.154332 -6.181581 0.0 0.4 -0.2 0.00
H -3.466397 -0.764358 -4.868601 -0.8 0.5 -0.2 0.00
H -1.354267 -1.687308 -4.524941 -0.2 -0.1 -0.3 0.00
H -2.486417 -1.948898 -3.220111 -0.2 0.1 0.3 -0.01
H 0.763853 -1.328718 -1.702771 -0.1 0.3 -0.4 0.01
H 0.254803 -2.441978 -2.965571 0.0 0.0 -0.2 0.01
H -0.636297 -2.317858 -1.457431 -0.6 0.3 -0.1 0.00
H -4.094197 1.188072 -3.793771 -0.3 1.1 0.5 0.01
H -3.954287 0.170062 -2.604431 -0.1 -0.5 0.0 -0.01
C 1.136563 -1.483678 4.132739 1.2 -0.3 -1.1 0.00
C 0.401413 -1.523848 2.769559 0.4 -0.8 0.6 0.02
C -0.291637 -2.822628 2.318319 -0.4 0.4 0.9 0.00
O -1.086877 -2.514008 1.180639 -0.4 -0.9 0.0 -0.01
C -1.711607 -3.690628 0.727129 -0.1 -1.8 -1.0 0.00
N -0.596297 -0.442888 2.987419 0.1 -1.3 0.7 0.01
H 1.504673 -0.459338 4.190369 -0.2 0.2 0.4 0.00
H 2.074113 -2.036378 4.193019 -0.3 -0.6 -0.1 0.00
H 0.493893 -1.714688 4.982289 0.0 0.0 -0.1 0.00
H 1.042333 -1.354788 1.904259 0.2 0.9 0.4 0.00
H -0.965777 -3.216458 3.078939 0.0 -0.1 0.4 0.00
H 0.399573 -3.618508 2.041019 0.4 0.2 0.2 0.00
H -0.968607 -4.487728 0.700689 0.3 0.0 -0.4 0.00
H -2.161967 -3.632818 -0.263801 0.4 0.8 -0.1 0.00
H -2.508127 -4.186128 1.282229 -0.2 0.9 1.1 0.00
H -0.089597 0.415572 3.149849 -0.1 0.7 0.1 0.01
H -1.018327 -0.763318 3.847249 -0.4 0.6 0.4 0.00

***

Record 2
99
Properties=species:S:1:pos:R:3:forces:R:3:mulliken_charge:R:1 method="wB97M-V/def2-TZVPD" lumo_energy_ev=-2.558 max_force_ha_per_bohr=0.029 e_homo_ev=-11.84 total_energy_ha=-2938.24783 total_charge=+1
O 4.694371 0.874868 1.890059 -0.1 0.3 -0.1 -0.46
C 4.864165 1.067176 0.487488 -0.2 -0.3 0.1 -0.60
C 3.647528 0.598869 -0.315364 0.1 0.0 0.4 -0.38
O 2.916908 1.744938 -0.789912 0.1 0.1 -0.4 -0.37
C 1.854742 1.442634 -1.632405 0.0 -0.3 -0.3 -0.62
O 0.624818 1.368294 -0.918539 0.0 0.0 0.0 -0.18
C 0.071061 2.619235 -0.582401 -0.1 -0.1 -0.1 -0.71
P -0.976780 2.276861 0.883228 0.0 0.5 -0.6 0.40
C -2.717114 2.325177 0.363063 -0.2 -0.2 0.0 -0.18
C -3.587928 1.134037 0.848646 -0.2 0.2 -0.3 -0.63
C -4.133502 0.249024 -0.240562 0.6 0.4 0.2 0.34
F -5.136250 0.731164 -1.008021 -0.5 0.1 0.5 -0.25
C -3.754787 -0.987905 -0.495492 0.3 0.9 0.4 -0.11
F -4.437448 -1.903758 -1.077327 -0.6 -0.8 -1.1 -0.25
F -2.553098 -1.430080 -0.163075 0.3 -0.4 0.7 -0.13
H 4.016078 1.489398 2.197592 0.1 -0.1 0.1 0.30
H 5.721466 0.448573 0.211105 0.0 0.2 0.1 0.32
H 5.067707 2.121508 0.270462 0.1 -0.1 -0.2 0.27
H 3.966848 -0.027724 -1.156971 -0.2 0.2 0.0 0.35
H 3.005551 0.021005 0.359360 0.1 -0.1 -0.2 0.43
H 1.798464 2.196332 -2.426171 -0.1 0.1 0.3 0.49
H 1.969549 0.462586 -2.109492 0.0 0.1 0.2 0.30
H -0.587773 3.000818 -1.376850 0.1 0.0 0.1 0.44
H 0.806430 3.398264 -0.352964 0.1 -0.2 0.1 0.50
H -0.587348 1.028871 1.376927 0.0 0.0 0.1 0.10
H -0.657002 3.236809 1.837251 -0.3 0.0 0.1 0.10
H -3.117539 3.299068 0.667413 0.1 -0.2 0.1 0.10
H -2.705822 2.338088 -0.733445 0.2 0.1 0.2 0.50
H -3.073291 0.503210 1.580010 0.0 0.0 -0.1 0.52
H -4.465917 1.541221 1.367838 0.2 -0.1 -0.1 0.38
O -5.159513 2.930180 -3.053739 0.1 0.0 0.0 -0.62
H -5.614746 2.827318 -3.896066 0.1 0.1 0.0 0.30
H -5.065800 2.037998 -2.705554 -0.1 0.0 0.0 0.30
O 4.096582 2.550417 -3.665127 -0.2 0.0 0.1 -0.65
H 3.595384 3.370901 -3.755422 0.1 0.0 -0.1 0.35
H 4.062615 2.341318 -2.724359 0.1 0.1 0.0 0.33
O -1.100608 -4.007034 -0.942136 -0.1 0.0 0.1 -0.56
H -0.909054 -4.468701 -0.115341 0.1 0.0 0.0 0.28
H -1.613793 -3.245014 -0.661444 0.1 0.0 -0.1 0.29
O -5.382268 4.611237 -0.576995 0.3 0.1 0.1 -0.59
H -5.200542 4.234870 -1.448584 -0.1 0.0 -0.1 0.33
H -6.277547 4.957496 -0.651285 0.0 -0.1 0.1 0.28
O 1.246910 -4.611850 0.960878 -0.2 -0.1 -0.1 -0.63
H 1.895166 -5.246686 1.293712 0.0 0.0 0.1 0.32
H 1.279705 -4.718053 0.002897 0.1 0.1 0.0 0.32
O 4.239599 5.250738 -5.320297 -0.3 -0.3 0.2 -0.64
H 4.848771 4.566397 -5.016918 0.2 0.1 -0.1 0.30
H 4.261277 5.150872 -6.277847 0.1 0.1 0.0 0.33
O 0.717511 -7.343810 2.235494 0.2 0.1 0.3 -0.67
H 0.226064 -7.881503 2.868650 -0.2 0.0 -0.2 0.32
H 0.205935 -6.528282 2.198574 0.0 0.0 0.0 0.33
O 7.166865 5.378220 -6.033027 0.0 0.1 0.0 -0.63
H 7.613165 5.975772 -6.643917 0.0 -0.2 -0.1 0.32
H 6.909131 5.932188 -5.285577 0.0 0.0 0.1 0.33
O -3.828063 -5.598221 -2.026899 -0.1 0.0 0.1 -0.57
H -3.432478 -4.927561 -2.593052 0.2 -0.1 0.0 0.29
H -4.200584 -5.105452 -1.290010 -0.1 0.0 -0.1 0.29
O -2.869147 -4.395561 1.911088 0.1 0.0 -0.1 -0.60
H -3.358289 -3.831860 1.303552 -0.1 -0.1 0.1 0.27
H -2.685978 -5.194955 1.400740 0.0 0.0 0.0 0.29
O 8.740849 5.468884 -8.678334 0.1 0.0 0.0 -0.61
H 9.297747 4.751608 -8.359071 0.0 0.0 0.0 0.31
H 8.728409 5.365395 -9.634561 0.0 0.0 0.0 0.30
O -0.647216 2.242499 4.094364 -0.2 0.1 0.1 -0.55
H -0.141476 2.565173 4.849132 0.1 0.0 -0.1 0.26
H -1.239864 1.579555 4.467710 0.1 0.0 0.0 0.30
O -7.852333 2.380701 -0.818172 0.0 0.0 0.0 -0.60
H -7.199916 1.717559 -0.576095 0.0 0.0 0.0 0.29
H -7.928742 2.308293 -1.774838 0.0 0.0 0.0 0.31
O 3.285981 -2.920606 2.183975 0.1 0.2 0.0 -0.61
H 3.487504 -2.143636 2.717309 0.0 0.0 0.0 0.31
H 2.355589 -2.854317 1.945631 0.0 -0.1 0.0 0.29
O -2.130378 -7.418189 3.240151 0.1 0.1 -0.2 -0.62
H -2.588561 -7.962654 3.890194 0.0 0.0 0.0 0.30
H -2.654978 -6.609546 3.250005 0.0 0.0 0.2 0.33
O -0.760218 -1.029346 2.196077 0.0 0.2 0.2 -0.60
H -1.184394 -1.254075 1.367117 0.0 -0.3 -0.1 0.27
H -0.626654 -1.872107 2.646759 0.0 0.0 0.0 0.31
O 4.341390 0.246128 4.748049 -0.1 0.1 0.0 -0.60
H 4.568164 0.294098 5.681900 0.0 0.0 0.0 0.29
H 5.114990 0.578778 4.278840 0.0 -0.1 -0.1 0.33
O 2.969972 -7.409803 4.408554 0.0 0.0 0.0 -0.64
H 3.660565 -7.730947 3.821216 0.0 0.0 0.0 0.31
H 2.203003 -7.292193 3.834316 0.0 0.0 -0.2 0.37
O -3.127793 -8.796389 -1.616889 0.0 0.1 0.1 -0.62
H -3.208939 -7.847320 -1.466517 0.0 0.0 -0.2 0.31
H -3.885660 -9.182593 -1.168059 0.0 0.0 0.0 0.31
O -4.207704 -6.626300 5.050814 -0.1 0.1 0.0 -0.62
H -4.002082 -5.859767 5.595980 0.0 -0.1 0.0 0.31
H -5.150627 -6.550714 4.870783 0.0 -0.1 0.0 0.31
O 6.738115 6.689552 -3.248074 0.0 0.0 0.0 -0.61
H 6.920666 6.223279 -2.427001 0.1 0.0 0.0 0.29
H 6.305495 7.507527 -2.984352 0.0 0.0 -0.1 0.30
O -2.730478 5.456297 0.657246 0.1 0.0 0.1 -0.61
H -2.460901 6.192161 1.216343 0.0 0.0 0.0 0.30
H -3.679811 5.588522 0.520256 -0.1 -0.2 -0.2 0.29
O -3.421614 4.013618 3.953007 0.1 -0.1 -0.1 -0.58
H -3.628793 4.054266 4.892632 -0.1 0.0 0.0 0.28
H -2.459649 3.956703 3.920119 0.0 0.0 0.1 0.33

***

Record 3
83
Properties=species:S:1:pos:R:3:forces:R:3:mulliken_charge:R:1 method="wB97M-V/def2-TZVPD" lumo_energy_ev=-0.424 max_force_ha_per_bohr=0.041 e_homo_ev=-7.97 total_energy_ha=-5235.13702 smiles="C=CC(=O)OCCCCCCc1cc2c(cc1[C@@H](I)CC)Sc1cc([C@@H](C)CCC)c(Cl)c(CCCN)c1N2Br" total_charge=0
C -4.641020 5.502112 3.958776 0.2 -0.4 0.4 -0.54
C -4.246166 4.585831 4.880722 -0.7 1.0 -0.8 -0.21
C -5.111340 3.466309 5.290796 -0.4 1.1 1.8 0.55
O -4.832960 2.785674 6.236227 0.3 -0.9 0.3 -0.57
O -6.223498 3.254657 4.547931 0.5 0.1 -0.7 -0.36
C -6.356236 1.919484 4.034143 -0.8 -0.4 -0.2 -0.72
C -5.876612 1.717563 2.571530 0.2 0.3 0.7 -0.34
C -5.313592 2.965187 1.902713 0.3 -0.2 -0.2 0.73
C -5.035358 2.791222 0.408247 -0.3 0.2 0.0 -1.37
C -3.967712 1.736671 0.115819 0.2 0.2 0.0 -0.40
C -2.551380 2.366984 0.082221 -0.7 -0.3 0.1 -1.44
C -1.488251 1.335473 0.338816 0.3 0.0 -0.1 -0.12
C -1.066817 0.572434 -0.745932 0.1 0.0 0.1 -0.74
C -0.116034 -0.440977 -0.642044 -0.7 0.6 0.0 -0.95
C 0.436684 -0.686097 0.607457 0.3 -0.2 -0.1 0.37
C 0.036220 0.069875 1.698954 0.0 0.2 0.2 -0.13
C -0.922176 1.076365 1.600695 -0.3 -0.4 -0.5 0.94
C -1.345645 1.838059 2.819741 0.7 0.0 0.1 -0.48
I -2.449431 0.506364 4.141261 0.0 0.2 -0.1 0.05
C -0.170808 2.566203 3.530452 -0.7 0.2 0.9 -0.47
C 0.307318 2.010527 4.876055 0.9 0.4 -0.5 -1.49
S 1.628304 -1.969741 0.817563 -0.1 0.0 -0.1 -0.44
C 2.257735 -2.101834 -0.833357 -0.4 0.1 0.6 0.22
C 3.522473 -2.650459 -0.978457 -0.2 0.2 -0.3 -0.16
C 4.084303 -2.838995 -2.233125 -0.3 0.1 -0.2 -0.29
C 5.437550 -3.493265 -2.367442 0.4 -0.3 0.3 -0.15
C 6.477950 -2.917180 -1.368771 -0.2 0.2 -0.5 -1.56
C 5.342934 -5.032388 -2.259999 0.5 0.2 0.4 -1.25
C 4.707223 -5.565155 -0.969912 -0.4 -0.7 -0.5 -0.37
C 3.222186 -5.961010 -1.119054 0.1 0.1 0.3 -1.09
C 3.313873 -2.426165 -3.331824 0.2 -0.3 0.2 1.77
Cl 3.998179 -2.719447 -4.921709 -0.3 -0.1 0.0 -0.22
C 2.044291 -1.861595 -3.215706 -0.2 0.4 0.0 -0.19
C 1.219423 -1.459683 -4.416871 0.6 -0.4 -0.8 -1.14
C 1.888142 -0.505212 -5.442704 -0.5 0.2 0.5 -0.90
C 2.924544 0.446641 -4.879876 0.6 0.7 -0.9 -0.09
N 3.280717 1.397075 -5.959276 -0.6 -0.1 0.2 -0.68
C 1.496987 -1.701590 -1.923628 0.6 -0.4 -0.7 -0.67
N 0.184404 -1.166065 -1.830942 0.3 0.2 0.5 0.15
Br -1.147030 -2.502931 -2.124733 -0.1 -0.3 0.0 -0.07
H -4.035729 5.705992 3.080719 0.7 1.3 0.7 0.23
H -5.588435 6.018056 4.072551 -0.7 -1.0 -1.0 0.28
H -3.270704 4.689110 5.341024 0.5 -1.1 -0.8 0.45
H -7.417655 1.687751 4.085940 -0.1 0.2 0.1 0.30
H -5.872564 1.203628 4.694660 0.2 0.2 0.2 0.33
H -5.063896 0.999396 2.636828 -0.1 -0.3 -0.3 -0.02
H -6.704873 1.283162 2.013037 0.1 0.0 -0.2 0.42
H -5.935055 3.840229 2.088079 -0.1 0.0 -0.1 0.63
H -4.350107 3.176023 2.377270 0.0 0.1 0.1 -0.72
H -4.690934 3.756232 0.025293 0.0 0.0 -0.1 0.40
H -5.970366 2.586575 -0.117146 0.0 -0.2 0.0 0.42
H -4.126892 1.256177 -0.849647 -0.1 -0.1 0.0 0.42
H -4.011901 0.941447 0.859889 0.1 0.0 0.0 0.44
H -2.526585 3.198497 0.784684 0.2 0.0 0.1 0.71
H -2.444491 2.793935 -0.913982 0.3 0.1 0.0 0.50
H -1.511743 0.755721 -1.716171 0.1 0.0 -0.1 0.51
H 0.463745 -0.144776 2.672420 0.1 0.0 0.0 0.33
H -2.081082 2.585133 2.565390 -0.2 -0.1 -0.1 0.11
H -0.540605 3.566572 3.766993 0.0 0.1 -0.2 0.34
H 0.670447 2.711685 2.856696 0.0 -0.3 -0.2 0.52
H 0.550972 0.952332 4.832544 -0.2 -0.1 0.2 0.33
H -0.372983 2.260251 5.682545 -0.2 -0.4 0.0 0.39
H 1.247100 2.522429 5.100504 0.0 0.0 0.1 0.42
H 4.051141 -2.947487 -0.085799 0.1 0.1 0.0 0.48
H 5.855768 -3.316749 -3.350905 -0.3 0.2 -0.2 0.71
H 7.294586 -2.472072 -1.935650 0.1 0.0 0.0 0.34
H 6.917124 -3.686360 -0.737877 -0.1 0.0 0.3 0.36
H 6.044661 -2.103852 -0.792791 0.1 -0.1 0.3 0.39
H 6.372724 -5.397818 -2.281988 0.1 0.1 -0.2 0.46
H 4.870580 -5.433850 -3.156883 -0.2 -0.1 0.1 0.40
H 5.238088 -6.475817 -0.693489 0.2 0.1 0.1 0.52
H 4.848334 -4.869177 -0.147904 0.1 0.1 0.0 0.23
H 2.835707 -5.730962 -2.110482 -0.1 0.2 0.0 0.30
H 3.083365 -7.031941 -0.980452 0.0 -0.1 0.0 0.35
H 2.608241 -5.469381 -0.365768 -0.2 0.1 -0.1 0.18
H 0.982859 -2.392000 -4.938690 -0.1 0.0 -0.1 0.31
H 0.269915 -1.020699 -4.144696 0.0 0.0 0.4 0.21
H 2.277023 -1.042556 -6.303579 0.3 -0.1 0.1 0.45
H 1.094975 0.130316 -5.838644 0.0 0.0 -0.1 0.42
H 2.542700 1.054711 -4.059186 -0.2 -0.2 0.2 0.28
H 3.839935 -0.051517 -4.559162 -0.2 -0.3 0.4 0.23
H 3.912426 2.107006 -5.618837 0.2 -0.1 -0.1 0.23
H 3.694811 0.893727 -6.732094 0.2 0.1 0.0 0.20

***

Record 4
10
Properties=species:S:1:pos:R:3:forces:R:3:nbo_charge:R:1 method="wB97M-V/def2-TZVPD" lumo_energy_ev=-0.103 max_force_ha_per_bohr=0.092 e_homo_ev=-9.41 total_energy_ha=-2016.80720 e_above_lowest_ev=2.753 total_charge=0
N 0.754116 -0.677192 -0.493977 -4.0 0.3 2.5 -1.34
Si 1.518768 0.435944 0.554574 0.4 -1.2 0.8 1.07
Si -1.631444 -0.322346 -0.412565 4.7 0.2 0.9 1.40
Cl -2.220701 -1.312592 -2.009848 -0.4 -0.3 -0.7 -0.30
Cl -2.191325 -1.036880 1.351007 -0.4 -0.4 0.4 -0.31
Cl -1.925362 1.671680 -0.372482 -0.2 0.0 -0.4 -0.32
H 0.669734 -0.758572 -1.436650 0.6 0.0 -3.4 0.36
H 0.825310 -0.121737 1.768493 0.5 0.7 0.2 -0.20
H 3.087338 0.308002 0.736833 -1.5 0.1 -0.4 -0.17
H 1.113568 1.813692 0.314614 0.2 0.6 0.0 -0.21

***

Record 5
42
Properties=species:S:1:pos:R:3:forces:R:3:nbo_charge:R:1 method="wB97M-V/def2-TZVPD" lumo_energy_ev="-5.540 / -6.172" max_force_ha_per_bohr=0.022 e_homo_ev="-11.34 / -11.34" total_energy_ha=-2351.49782 e_above_lowest_ev=0.515 total_charge=+1
Ru 0.674804 0.371001 -0.128821 -1.0 -0.1 0.5 0.86
O -0.527499 -1.015764 -0.536176 0.2 0.1 -0.1 -0.39
N -1.679623 -0.717546 -1.213599 0.0 0.1 -0.1 -0.02
C -2.469132 -1.784296 -1.484517 0.0 0.0 0.0 0.04
C -3.637734 -1.594018 -2.155338 0.0 0.0 0.0 -0.24
C -3.984931 -0.292469 -2.552808 0.0 0.0 0.0 -0.12
C -3.156878 0.761249 -2.269732 -0.1 0.0 0.0 -0.22
C -1.956867 0.549300 -1.571786 0.1 0.0 0.1 0.04
S -0.844819 1.787386 -1.148862 -0.2 -0.3 -0.1 0.08
H -2.088305 -2.729752 -1.129047 0.0 0.0 0.0 0.26
H -4.270941 -2.440933 -2.370900 0.0 0.0 0.0 0.26
H -4.908718 -0.120417 -3.088000 0.0 0.0 0.0 0.25
H -3.400959 1.770672 -2.568422 0.0 0.0 0.0 0.25
O 8.417718 -0.430028 -0.852991 0.0 0.0 0.0 -0.65
C 7.735802 -0.263653 -2.000112 0.0 0.0 0.0 0.76
O 8.291366 -0.274378 -3.056371 0.0 0.0 0.0 -0.52
C 6.243287 -0.077694 -1.891494 0.0 0.0 0.0 -0.11
C 5.613041 0.593479 -2.935374 0.0 0.0 0.0 -0.15
C 4.247079 0.782810 -2.904130 0.1 0.0 0.0 -0.17
C 3.499288 0.274695 -1.832334 -0.2 -0.1 0.0 -0.27
S 1.783387 0.577247 -1.950381 0.5 0.3 -0.3 0.41
C 4.124365 -0.424592 -0.796021 0.0 0.0 0.0 -0.12
C 5.495990 -0.587211 -0.829840 0.0 0.0 0.0 -0.22
H 7.864307 -0.257146 -0.084151 0.0 0.0 0.1 0.48
H 6.210163 0.955551 -3.760819 0.0 0.0 0.0 0.26
H 3.749703 1.317049 -3.703520 0.0 0.0 0.0 0.24
H 3.550157 -0.844781 0.014875 -0.1 0.0 0.0 0.24
H 5.972935 -1.153508 -0.039331 0.0 0.0 0.0 0.23
I 1.489618 -0.953637 8.484400 0.0 0.0 0.0 0.22
C 1.322089 -0.640265 6.436972 0.0 0.0 0.0 -0.12
C 2.226795 -1.253589 5.575293 0.0 0.0 0.0 -0.24
C 2.115649 -1.045088 4.214514 0.0 0.0 0.0 -0.13
C 1.101793 -0.226122 3.719162 -0.1 0.0 0.0 -0.23
C 0.196870 0.383968 4.587780 0.0 0.0 0.0 -0.11
C 0.307793 0.177848 5.949768 0.0 0.0 0.0 -0.25
C 0.983929 -0.012584 2.283429 0.3 0.0 -0.1 0.79
O 1.827318 -0.487106 1.445610 -0.2 -0.1 0.3 -0.71
O 0.015702 0.690325 1.783656 0.5 0.1 -0.2 -0.65
H 3.007524 -1.889000 5.968821 0.0 0.0 0.0 0.24
H 2.805377 -1.517585 3.528099 0.0 0.0 0.0 0.24
H -0.584505 1.016966 4.190243 0.0 0.0 0.0 0.24
H -0.386536 0.647718 6.631856 0.0 0.0 0.0 0.24